Entry one
{
  "formula": "C32H88N8O8",
  "method": "ωB97M-V with the def2-TZVPD basis set",
  "homo_lumo_gap_ev": 6.920,
  "homo_energy_ev": -6.6,
  "elements": ["C", "C", "C", "O", "C", "N", "H", "H", "H", "H", "H", "H", "H", "H", "H", "H", "H", "C", "C", "C", "O", "C", "N", "H", "H", "H", "H", "H", "H", "H", "H", "H", "H", "H", "C", "C", "C", "O", "C", "N", "H", "H", "H", "H", "H", "H", "H", "H", "H", "H", "H", "C", "C", "C", "O", "C", "N", "H", "H", "H", "H", "H", "H", "H", "H", "H", "H", "H", "C", "C", "C", "O", "C", "N", "H", "H", "H", "H", "H", "H", "H", "H", "H", "H", "H", "C", "C", "C", "O", "C", "N", "H", "H", "H", "H", "H", "H", "H", "H", "H", "H", "H", "C", "C", "C", "O", "C", "N", "H", "H", "H", "H", "H", "H", "H", "H", "H", "H", "H", "C", "C", "C", "O", "C", "N", "H", "H", "H", "H", "H", "H", "H", "H", "H", "H", "H"],
  "coordinates": [[-12.3417, 29.9893, -11.0628], [-13.8180, 30.2218, -11.2799], [-14.6689, 29.0807, -11.8389], [-14.3117, 28.6625, -13.2004], [-15.1763, 27.5793, -13.5454], [-14.2597, 30.7050, -9.9689], [-11.9418, 29.4777, -11.9382], [-12.1961, 29.3791, -10.1714], [-11.7824, 30.9186, -10.9546], [-13.9121, 31.0403, -11.9936], [-15.7271, 29.3233, -11.7418], [-14.6467, 28.2470, -11.1370], [-14.8339, 26.7062, -12.9900], [-14.8810, 27.3451, -14.5682], [-16.2338, 27.7750, -13.3680], [-13.5748, 31.3381, -9.5813], [-15.0830, 31.2321, -10.2230], [-13.5763, 22.1710, -13.8884], [-15.1489, 22.2041, -13.5646], [-15.5166, 23.2062, -12.4648], [-16.7788, 23.1682, -11.9105], [-17.1469, 24.1908, -10.9228], [-15.8535, 22.4589, -14.7938], [-13.3416, 21.3969, -14.6190], [-13.0178, 22.0349, -12.9623], [-13.3140, 23.1220, -14.3518], [-15.5017, 21.2379, -13.2040], [-15.2474, 24.1536, -12.9318], [-14.7637, 23.1511, -11.6785], [-18.1869, 24.0491, -10.6289], [-17.0413, 25.2106, -11.2930], [-16.5478, 24.1092, -10.0159], [-16.0128, 21.5499, -15.2042], [-16.7604, 22.8297, -14.5485], [-19.2517, 27.5584, -4.5063], [-17.7423, 27.0407, -4.6080], [-16.7596, 28.2152, -4.4923], [-15.4206, 27.7904, -4.4110], [-14.4418, 28.7617, -4.9055], [-17.4072, 25.8653, -3.7637], [-19.9487, 26.7764, -4.2051], [-19.6261, 27.9240, -5.4624], [-19.3419, 28.3966, -3.8154], [-17.6314, 26.5778, -5.5885], [-16.9462, 28.6982, -3.5331], [-16.9945, 28.9615, -5.2512], [-14.5346, 29.7403, -4.4345], [-14.5918, 28.7485, -5.9850], [-13.4271, 28.4751, -4.6293], [-17.2944, 26.1827, -2.8116], [-16.4787, 25.5627, -4.0215], [-13.4678, 26.2497, -5.8218], [-13.7672, 26.6693, -7.2767], [-13.0699, 28.0126, -7.6761], [-13.5461, 29.1773, -6.9941], [-12.8825, 30.4243, -7.4533], [-13.0782, 25.6102, -8.0154], [-13.4298, 25.1630, -5.7460], [-14.2443, 26.5708, -5.1276], [-12.6349, 26.7404, -5.3183], [-14.7952, 26.5662, -7.6243], [-13.1713, 28.2382, -8.7377], [-12.0156, 27.9202, -7.4154], [-11.7945, 30.4624, -7.3980], [-13.3080, 31.2712, -6.9151], [-13.0069, 30.4842, -8.5345], [-12.1153, 25.7186, -7.7305], [-13.3011, 24.6985, -7.6423], [-16.9868, 25.9146, -10.2950], [-15.5756, 26.4168, -10.0381], [-15.6595, 27.8744, -9.5983], [-16.1058, 27.8367, -8.2228], [-16.1619, 29.1350, -7.6738], [-14.8733, 25.4597, -9.1330], [-17.7875, 26.4010, -9.7379], [-17.1080, 24.8620, -10.0392], [-17.1979, 25.9067, -11.3644], [-15.1143, 26.4855, -11.0233], [-16.3383, 28.4145, -10.2583], [-14.6673, 28.3177, -9.6821], [-16.3872, 29.1607, -6.6076], [-16.9672, 29.6315, -8.2151], [-15.2684, 29.7300, -7.8630], [-13.9332, 25.7965, -8.9820], [-15.3459, 25.5830, -8.2490], [-18.2995, 30.8140, -11.5845], [-19.0545, 29.8946, -10.5258], [-18.1933, 28.7371, -9.8964], [-18.0462, 27.6995, -10.8719], [-19.2050, 26.9142, -11.2451], [-19.6578, 30.5762, -9.4218], [-17.9844, 30.1930, -12.4231], [-17.3917, 31.2719, -11.1916], [-18.8637, 31.6714, -11.9513], [-19.8440, 29.4910, -11.1598], [-18.8111, 28.4000, -9.0640], [-17.3131, 29.1980, -9.4483], [-20.0851, 27.3922, -11.6752], [-19.5451, 26.0877, -10.6211], [-18.8081, 26.3398, -12.0822], [-20.4398, 31.1665, -9.6670], [-19.9273, 29.9555, -8.6721], [-12.8601, 25.9709, -11.4153], [-13.3604, 24.5749, -11.6059], [-12.2003, 23.4915, -11.4713], [-11.5488, 23.4271, -10.2407], [-11.0343, 22.1874, -9.7522], [-14.3971, 24.4072, -10.6149], [-12.3436, 26.0381, -10.4578], [-13.5948, 26.7642, -11.2778], [-12.0360, 26.1465, -12.1068], [-13.8160, 24.4277, -12.5851], [-11.3721, 23.7568, -12.1285], [-12.5420, 22.6151, -12.0219], [-11.7309, 21.3538, -9.6632], [-10.5248, 22.3001, -8.7952], [-10.1810, 21.8245, -10.3252], [-15.2482, 24.8916, -10.8619], [-13.9499, 24.9414, -9.8836], [-13.0196, 22.0117, -8.4900], [-14.4366, 21.9828, -9.0286], [-15.0822, 23.3509, -8.5419], [-15.2280, 23.1850, -7.0922], [-15.7847, 24.2969, -6.5473], [-14.3947, 22.0014, -10.4699], [-12.4307, 21.1258, -8.7277], [-12.9466, 22.1035, -7.4064], [-12.5157, 22.8717, -8.9312], [-14.9439, 21.1191, -8.5988], [-16.1204, 23.3850, -8.8722], [-14.3920, 24.1821, -8.6860], [-14.9883, 25.0396, -6.5950], [-16.0023, 24.1967, -5.4840], [-16.6119, 24.7210, -7.1163], [-13.8389, 22.7825, -10.7877], [-15.3330, 22.1999, -10.7866]]
}


Entry two
{
  "formula": "C32H88N8O8",
  "method": "ωB97M-V with the def2-TZVPD basis set",
  "smiles": "COC[C@H](C)N.COC[C@H](C)N.COC[C@H](C)N.COC[C@H](C)N.COC[C@H](C)N.COC[C@H](C)N.COC[C@H](C)N.COC[C@H](C)N",
  "homo_lumo_gap_ev": 9.216,
  "homo_energy_ev": -8.8,
  "elements": ["C", "C", "C", "O", "C", "N", "H", "H", "H", "H", "H", "H", "H", "H", "H", "H", "H", "C", "C", "C", "O", "C", "N", "H", "H", "H", "H", "H", "H", "H", "H", "H", "H", "H", "C", "C", "C", "O", "C", "N", "H", "H", "H", "H", "H", "H", "H", "H", "H", "H", "H", "C", "C", "C", "O", "C", "N", "H", "H", "H", "H", "H", "H", "H", "H", "H", "H", "H", "C", "C", "C", "O", "C", "N", "H", "H", "H", "H", "H", "H", "H", "H", "H", "H", "H", "C", "C", "C", "O", "C", "N", "H", "H", "H", "H", "H", "H", "H", "H", "H", "H", "H", "C", "C", "C", "O", "C", "N", "H", "H", "H", "H", "H", "H", "H", "H", "H", "H", "H", "C", "C", "C", "O", "C", "N", "H", "H", "H", "H", "H", "H", "H", "H", "H", "H", "H"],
  "coordinates": [[0.9684, 6.2591, 1.9180], [-0.3732, 5.5128, 1.7953], [-0.0127, 4.0610, 1.2516], [-1.1999, 3.3870, 0.9486], [-1.8529, 3.7770, -0.2527], [-1.0225, 5.6717, 3.0536], [1.5812, 5.7999, 2.6938], [0.8333, 7.3038, 2.1979], [1.4870, 6.1150, 0.9702], [-0.9797, 6.0033, 1.0339], [0.4542, 3.3894, 1.9721], [0.5089, 4.1164, 0.2962], [-2.6060, 3.0314, -0.5076], [-1.1842, 3.6624, -1.1058], [-2.3422, 4.7504, -0.2885], [-1.7593, 6.3438, 2.8936], [-1.5773, 4.8284, 3.0883], [-4.7944, -0.3862, -2.2486], [-3.6158, -0.7824, -3.0133], [-3.7401, -1.0998, -4.4957], [-4.8096, -2.0410, -4.8328], [-4.8767, -3.2947, -4.3324], [-2.6609, 0.3594, -2.8839], [-4.6189, 0.1616, -1.3227], [-5.3213, -1.3077, -2.0010], [-5.4622, 0.2890, -2.7837], [-3.2939, -1.7776, -2.7067], [-2.8656, -1.3988, -5.0736], [-4.0421, -0.1772, -4.9912], [-5.6123, -3.7966, -4.9610], [-5.2581, -3.2227, -3.3139], [-3.8612, -3.6703, -4.4580], [-1.7204, 0.0774, -3.1206], [-2.9786, 1.1638, -3.4055], [1.0134, 0.7118, 0.6145], [0.3131, 0.5918, -0.6715], [1.1011, 0.2493, -1.9170], [0.3033, 0.2834, -3.1232], [1.1088, 0.0470, -4.2474], [-0.9255, -0.1893, -0.4519], [0.3532, 1.3142, 1.2385], [1.9124, 1.3086, 0.4606], [1.2467, -0.1939, 1.1743], [0.0544, 1.6496, -0.7207], [1.4087, -0.7433, -1.5879], [1.9346, 0.9082, -2.1605], [1.3296, -1.0169, -4.1611], [2.0492, 0.5876, -4.1403], [0.6991, 0.1937, -5.2468], [-1.5312, 0.3996, 0.1016], [-1.4032, -0.3044, -1.3344], [-5.0739, -4.9760, -0.3776], [-3.9116, -5.3869, -1.3696], [-2.7111, -4.4903, -1.1576], [-1.8788, -4.8331, -2.2013], [-1.0397, -3.7170, -2.4421], [-3.5844, -6.7884, -1.2824], [-5.7522, -5.7953, -0.1392], [-5.5183, -3.9948, -0.5445], [-4.6476, -4.9583, 0.6254], [-4.4352, -5.1573, -2.2976], [-2.1894, -4.6485, -0.2138], [-3.0686, -3.4724, -1.3130], [-0.2961, -3.5666, -1.6595], [-1.4313, -2.7046, -2.3431], [-0.3083, -3.7805, -3.2477], [-3.1141, -7.0074, -0.4158], [-2.7927, -6.9041, -1.8988], [4.9160, -1.0521, 3.6402], [4.0537, -0.0751, 4.4528], [3.6477, 1.0131, 3.4784], [4.6888, 1.9360, 2.9941], [4.2237, 3.1069, 2.4610], [2.9674, -0.7438, 4.9650], [4.3382, -1.3637, 2.7701], [5.0695, -2.0021, 4.1521], [5.8124, -0.5341, 3.2994], [4.7431, 0.3786, 5.1648], [3.0932, 1.6616, 4.1567], [3.0546, 0.6620, 2.6340], [4.1689, 3.8271, 3.2773], [3.2821, 3.0061, 1.9213], [4.9818, 3.4779, 1.7712], [2.6571, -0.2546, 5.7923], [3.1872, -1.7015, 5.1988], [4.8739, -4.0280, -0.7919], [3.5430, -3.3576, -0.8142], [2.9494, -3.1126, 0.6327], [2.9227, -4.2304, 1.6178], [2.5020, -3.8597, 2.9320], [3.6962, -2.1397, -1.5462], [4.8622, -4.7381, 0.0350], [5.7316, -3.3640, -0.6849], [4.8415, -4.5799, -1.7313], [2.9208, -4.0578, -1.3717], [2.0147, -2.5521, 0.6172], [3.5262, -2.3067, 1.0864], [3.1445, -3.1763, 3.4873], [2.2907, -4.8217, 3.3988], [1.4691, -3.5118, 2.9434], [3.7986, -1.3002, -0.9940], [4.4140, -2.3184, -2.2339], [-4.3102, -0.6129, 1.3977], [-3.5503, -1.5430, 2.3433], [-2.7364, -0.7730, 3.4044], [-1.6885, -1.6725, 3.8091], [-0.6175, -1.1113, 4.5010], [-4.5377, -2.3742, 3.0624], [-5.0296, -0.0260, 1.9687], [-4.9059, -0.9658, 0.5558], [-3.5862, 0.0731, 0.9580], [-3.0135, -2.2077, 1.6665], [-3.3784, -0.4729, 4.2326], [-2.3035, 0.1145, 2.9428], [-0.0158, -1.9542, 4.8411], [-0.9783, -0.4446, 5.2841], [-0.0987, -0.4854, 3.7749], [-3.9070, -2.8027, 3.7247], [-4.7476, -3.1569, 2.4595], [0.8975, 3.7230, -3.4698], [1.4191, 4.2020, -2.1346], [2.9426, 4.5372, -2.0018], [3.1376, 4.9211, -0.6248], [4.4620, 5.3998, -0.4204], [0.6812, 5.4723, -2.0586], [1.4574, 2.8000, -3.6205], [1.3063, 4.2111, -4.3546], [-0.1865, 3.6151, -3.5066], [1.1664, 3.4592, -1.3780], [3.2796, 5.2094, -2.7910], [3.4040, 3.5563, -2.1158], [5.2800, 4.6804, -0.4584], [4.3609, 5.7595, 0.6035], [4.8415, 6.1870, -1.0719], [1.0240, 6.2230, -2.6408], [0.9399, 5.8466, -1.1569]]
}


Entry three
{
  "formula": "C32H88N8O8",
  "method": "ωB97M-V with the def2-TZVPD basis set",
  "smiles": "COC[C@H](C)N.COC[C@H](C)N.COC[C@H](C)N.COC[C@H](C)N.COC[C@H](C)N.COC[C@H](C)N.COC[C@H](C)N.COC[C@H](C)N",
  "homo_lumo_gap_ev": 8.980,
  "homo_energy_ev": -8.5,
  "elements": ["C", "C", "C", "O", "C", "N", "H", "H", "H", "H", "H", "H", "H", "H", "H", "H", "H", "C", "C", "C", "O", "C", "N", "H", "H", "H", "H", "H", "H", "H", "H", "H", "H", "H", "C", "C", "C", "O", "C", "N", "H", "H", "H", "H", "H", "H", "H", "H", "H", "H", "H", "C", "C", "C", "O", "C", "N", "H", "H", "H", "H", "H", "H", "H", "H", "H", "H", "H", "C", "C", "C", "O", "C", "N", "H", "H", "H", "H", "H", "H", "H", "H", "H", "H", "H", "C", "C", "C", "O", "C", "N", "H", "H", "H", "H", "H", "H", "H", "H", "H", "H", "H", "C", "C", "C", "O", "C", "N", "H", "H", "H", "H", "H", "H", "H", "H", "H", "H", "H", "C", "C", "C", "O", "C", "N", "H", "H", "H", "H", "H", "H", "H", "H", "H", "H", "H"],
  "coordinates": [[20.0543, -12.2060, -11.0811], [20.1669, -13.7282, -11.1558], [21.5676, -14.3069, -11.0355], [22.1434, -14.3664, -12.3357], [23.1830, -15.3502, -12.4089], [19.2818, -14.3656, -10.1771], [20.4019, -11.8581, -10.1109], [18.9947, -12.0189, -11.2785], [20.5149, -11.6991, -11.9291], [19.7827, -14.0731, -12.1193], [21.5550, -15.2941, -10.5650], [22.2414, -13.6592, -10.4564], [24.0733, -15.0161, -11.8754], [23.3575, -15.5563, -13.4645], [22.7549, -16.2781, -12.0189], [19.5389, -15.1603, -9.6117], [18.8271, -13.7497, -9.5151], [25.2920, -14.4544, -7.2191], [24.6082, -15.5480, -6.3735], [25.4992, -16.0426, -5.2585], [24.8193, -17.0562, -4.5573], [25.6420, -17.8506, -3.7562], [23.2907, -15.1117, -5.8581], [25.9081, -13.8080, -6.5945], [24.5207, -13.9548, -7.7978], [25.9975, -15.0003, -7.8511], [24.4939, -16.4230, -7.0236], [25.8560, -15.2681, -4.5635], [26.4410, -16.4020, -5.7017], [25.1301, -18.7258, -3.3611], [26.0959, -17.3314, -2.9030], [26.4997, -18.2439, -4.3194], [22.6254, -15.5260, -6.5020], [23.0905, -15.5418, -4.9627], [24.8096, -12.0434, -10.8207], [25.8797, -11.0197, -10.5410], [26.1234, -10.0292, -11.6893], [27.1327, -9.1104, -11.3931], [27.2304, -8.0386, -12.2906], [25.6240, -10.2753, -9.2894], [24.7950, -12.7106, -9.9562], [24.9725, -12.5048, -11.7928], [23.7975, -11.6302, -10.7530], [26.8805, -11.4493, -10.4144], [25.1914, -9.5199, -11.9846], [26.3344, -10.6306, -12.5894], [27.7453, -8.3120, -13.2143], [27.6267, -7.1072, -11.8895], [26.2216, -7.7027, -12.5768], [24.8870, -9.6063, -9.4990], [26.4948, -9.7661, -9.1729], [22.9710, -10.1310, -6.9076], [24.0732, -10.2851, -5.8621], [23.6168, -11.1907, -4.7268], [22.4133, -10.7133, -4.1727], [21.7375, -11.6143, -3.3330], [25.2741, -10.9149, -6.4554], [22.6440, -11.1214, -7.2279], [23.2083, -9.5720, -7.8142], [22.1949, -9.5119, -6.4457], [24.3982, -9.3537, -5.3936], [24.4240, -11.2363, -3.9818], [23.5047, -12.2406, -5.0372], [22.3134, -11.8168, -2.4270], [21.3932, -12.4994, -3.8779], [20.8096, -11.1144, -3.0453], [25.0290, -11.8657, -6.7072], [25.4910, -10.4450, -7.3426], [26.4354, -4.1871, -7.5476], [27.3429, -5.0530, -8.3965], [27.2011, -6.5506, -8.1229], [28.5048, -7.1132, -8.0119], [28.4432, -8.4856, -7.7134], [27.0030, -4.7580, -9.8029], [26.5159, -3.1182, -7.7235], [26.4919, -4.3529, -6.4673], [25.4377, -4.5918, -7.7522], [28.4099, -4.9008, -8.1910], [26.7169, -7.0608, -8.9635], [26.6423, -6.6953, -7.1919], [28.1961, -9.1191, -8.5742], [27.6055, -8.6351, -7.0187], [29.3414, -8.8716, -7.2369], [27.3307, -3.8204, -10.0193], [27.5393, -5.3367, -10.4430], [22.2073, -11.5193, -16.5645], [22.5318, -12.7131, -15.6594], [23.7027, -12.4644, -14.7125], [24.9181, -12.3532, -15.4477], [25.4381, -13.5667, -15.9118], [21.3241, -13.0099, -14.8154], [22.8271, -11.6521, -17.4565], [22.5594, -10.6104, -16.0721], [21.1665, -11.3917, -16.8425], [22.6607, -13.6405, -16.2236], [23.8888, -13.2633, -13.9858], [23.5864, -11.5455, -14.1353], [24.7786, -14.0000, -16.6789], [25.4834, -14.3505, -15.1443], [26.3909, -13.3708, -16.3954], [20.8011, -13.7394, -15.2867], [21.7013, -13.4599, -13.9828], [31.6428, -6.9494, -9.7817], [31.2077, -7.1054, -11.2372], [31.9447, -6.1656, -12.1732], [31.3453, -4.8830, -12.0611], [31.7898, -3.9606, -13.0153], [31.5270, -8.4967, -11.6243], [30.9559, -7.6051, -9.2357], [31.3647, -5.9739, -9.3827], [32.6820, -7.2382, -9.6627], [30.1363, -6.9642, -11.4014], [31.7178, -6.4799, -13.2075], [33.0365, -6.1618, -12.1003], [31.2264, -4.0894, -13.9470], [32.8600, -4.0386, -13.2488], [31.6909, -2.9624, -12.5865], [30.9970, -9.0981, -10.9967], [31.1273, -8.7543, -12.5234], [29.2397, -6.9686, -16.6316], [27.9631, -6.1689, -16.3404], [26.7403, -7.0784, -16.3880], [26.6095, -7.7630, -17.6073], [26.2361, -6.9386, -18.6984], [28.1195, -5.5370, -15.0216], [29.5585, -7.6133, -15.8134], [30.0512, -6.2912, -16.9020], [29.0411, -7.6292, -17.4780], [27.8270, -5.3689, -17.0791], [25.8388, -6.4786, -16.1906], [26.7913, -7.7835, -15.5558], [25.4394, -6.2539, -18.3914], [25.8685, -7.5803, -19.4950], [27.1072, -6.3775, -19.0460], [28.8725, -4.8610, -15.0722], [27.2714, -5.0057, -14.8378]]
}


Which structure is most stable? entry three, by 4.385 eV over the runner-up.